1.
Density functional theory data (ωB97M-V/def2-TZVPD) for an isolated ion of composition C5H8N and charge +1.

Each line ends with the Löwdin charge.
Atoms and positions in Å:
C (-0.021, -0.807, 0.449)  -0.130
C (-2.098, 0.656, -0.099)  0.028
C (1.808, 0.329, -0.761)  -0.127
C (-0.592, 0.513, 0.139)  0.223
C (1.438, -0.502, 0.404)  -0.280
N (1.390, 0.902, 0.399)  0.180
H (-0.236, -1.115, 1.552)  0.217
H (-0.527, -1.621, 0.017)  0.126
H (-2.675, 1.430, 0.451)  0.132
H (-2.197, 0.839, -1.138)  0.102
H (2.830, 0.344, -0.919)  0.115
H (1.282, 0.479, -1.722)  0.159
H (-2.423, -0.322, 0.103)  0.075
H (2.021, -1.125, 1.124)  0.180

Cartesian forces, eV/Å:
C -0.2 0.7 2.0
C 2.5 1.2 1.2
C -0.1 -2.0 -3.1
C 1.0 -0.5 1.6
C -1.2 -3.5 -0.3
N -3.6 4.4 2.6
H -0.3 1.1 -1.1
H -0.4 -1.5 -1.2
H 0.8 -0.3 -0.2
H -0.2 0.4 -1.4
H 2.2 0.7 -0.2
H 0.0 -0.5 0.7
H -1.0 -1.3 0.3
H 0.4 1.1 -1.0

Output
LUMO energy (alpha / beta) ... -6.86 / -6.70 eV
Net charge ... +1
Highest occupied orbital energy (alpha / beta) ... -14.78 / -14.85 eV
Frontier orbital gap (alpha / beta) ... 7.92 / 8.15 eV



2.
Density functional theory data (ωB97M-V/def2-TZVPD) for one molecule with the formula C2HN3O4.

Each line ends with the Löwdin charge.
Atoms and positions in Å:
C (-0.502, -0.006, -0.074)  0.137
C (0.723, -0.027, -0.142)  -0.119
N (2.094, 0.003, -0.120)  0.063
N (2.921, -1.236, 0.045)  -0.352
N (2.876, 1.231, -0.016)  -0.342
O (2.204, -2.206, -0.032)  0.122
O (4.033, -1.091, 0.293)  0.181
O (2.335, 2.173, 0.556)  0.113
O (3.948, 1.153, -0.530)  0.131
H (-1.456, -0.121, -0.639)  0.066

Cartesian forces, eV/Å:
C 0.9 -0.5 -1.6
C 0.1 0.3 0.5
N -0.7 0.5 0.0
N -4.7 -0.5 -0.1
N -1.3 1.0 0.5
O 0.9 0.1 -0.2
O 2.9 -0.4 0.6
O 0.8 -1.6 -0.9
O 0.0 0.8 -0.1
H 1.1 0.3 1.2

Output
LUMO energy ... -0.74 eV
Highest occupied orbital energy ... -10.50 eV
Frontier orbital gap ... 9.77 eV
SMILES ... C#CN([N+](=O)[O-])[N+](=O)[O-]



3.
Density functional theory data (ωB97M-V/def2-TZVPD) for a 2-piece molecular cluster, C58H65N4O2 overall.

Each line ends with the Löwdin charge.
Atoms and positions in Å:
C (0.238, -3.641, 0.868)  0.097
C (1.477, -4.314, 1.162)  -0.181
C (2.729, -3.665, 1.350)  0.022
C (3.868, -4.386, 1.708)  -0.039
C (3.813, -5.776, 1.887)  -0.022
C (2.596, -6.450, 1.676)  -0.046
C (1.462, -5.735, 1.326)  -0.010
C (-0.943, -4.280, 1.318)  -0.087
C (-2.195, -4.385, 0.730)  0.043
C (-3.244, -5.232, 1.261)  -0.209
C (-4.589, -4.792, 1.279)  -0.016
C (-5.578, -5.559, 1.890)  -0.052
C (-5.273, -6.850, 2.358)  -0.043
C (-3.955, -7.327, 2.302)  -0.055
C (-2.943, -6.521, 1.784)  -0.013
H (0.225, -2.755, 0.243)  0.098
H (2.771, -2.587, 1.212)  0.104
H (4.814, -3.859, 1.852)  0.120
H (4.705, -6.343, 2.158)  0.122
H (2.536, -7.531, 1.782)  0.117
H (0.530, -6.274, 1.138)  0.110
H (-0.859, -4.800, 2.285)  0.138
H (-2.409, -3.831, -0.184)  0.140
H (-4.832, -3.827, 0.826)  0.120
H (-6.595, -5.167, 1.984)  0.118
H (-6.063, -7.493, 2.752)  0.117
H (-3.720, -8.333, 2.657)  0.116
H (-1.914, -6.875, 1.737)  0.108
C (0.833, 3.873, 2.037)  -0.059
C (1.391, 3.007, 3.154)  -0.521
C (2.880, 2.697, 2.941)  -0.040
C (1.264, 3.865, 4.428)  -0.051
C (0.654, 1.646, 3.374)  -0.063
C (1.016, 1.003, 4.562)  -0.045
C (0.323, -0.094, 5.038)  -0.053
C (-0.779, -0.561, 4.332)  -0.038
C (-1.165, 0.021, 3.126)  -0.081
C (-2.515, -0.421, 2.493)  -0.515
C (-3.437, 0.781, 2.273)  -0.030
C (-3.264, -1.424, 3.387)  -0.068
C (-2.229, -1.148, 1.195)  -0.051
C (-0.307, 1.002, 2.545)  -0.048
N (-0.381, 1.294, 1.121)  -0.002
C (0.289, 0.709, 0.066)  -0.221
C (0.962, -0.501, 0.154)  -0.051
C (2.135, -0.773, -0.679)  -0.228
C (2.064, -1.528, -1.877)  -0.024
C (3.096, -1.507, -2.796)  0.020
C (4.218, -0.697, -2.536)  -0.160
N (4.901, -0.095, -3.629)  -0.313
O (5.703, 0.837, -3.369)  0.048
O (4.638, -0.460, -4.793)  0.057
C (4.462, -0.194, -1.240)  0.008
C (3.417, -0.235, -0.330)  -0.036
N (0.022, 1.544, -1.039)  0.116
C (0.568, 1.498, -2.394)  -0.076
C (-0.043, 0.706, -3.397)  -0.091
C (-1.442, 0.007, -3.396)  -0.516
C (-2.297, 0.546, -4.557)  -0.032
C (-2.264, 0.194, -2.132)  -0.042
C (-1.208, -1.499, -3.575)  -0.042
C (0.652, 0.487, -4.602)  -0.038
C (1.799, 1.185, -4.907)  -0.048
C (2.299, 2.087, -3.987)  -0.030
C (1.689, 2.318, -2.753)  -0.051
C (2.319, 3.457, -1.892)  -0.500
C (3.525, 4.115, -2.590)  -0.064
C (2.852, 2.858, -0.602)  -0.050
C (1.354, 4.605, -1.597)  -0.030
C (-0.962, 2.462, -0.608)  -0.234
C (-1.701, 3.450, -1.415)  -0.158
C (-1.583, 3.667, -2.813)  -0.043
C (-2.308, 4.687, -3.435)  -0.068
C (-3.171, 5.512, -2.711)  -0.070
C (-3.334, 5.278, -1.342)  -0.069
C (-2.628, 4.262, -0.703)  -0.014
N (-1.216, 2.307, 0.677)  0.148
H (-0.237, 4.059, 2.172)  0.092
H (1.357, 4.844, 2.027)  0.101
H (0.971, 3.425, 1.051)  0.039
H (3.302, 2.247, 3.848)  0.081
H (3.021, 1.976, 2.123)  0.066
H (3.447, 3.610, 2.711)  0.095
H (1.744, 3.401, 5.295)  0.075
H (1.739, 4.843, 4.272)  0.094
H (0.205, 4.028, 4.666)  0.099
H (1.852, 1.389, 5.150)  0.109
H (0.627, -0.577, 5.966)  0.112
H (-1.340, -1.393, 4.754)  0.099
H (-3.032, 1.469, 1.528)  0.055
H (-4.429, 0.454, 1.938)  0.090
H (-3.548, 1.343, 3.207)  0.098
H (-2.672, -2.335, 3.549)  0.076
H (-3.517, -0.975, 4.357)  0.098
H (-4.198, -1.743, 2.900)  0.086
H (-1.641, -2.047, 1.392)  0.045
H (-3.157, -1.435, 0.682)  0.099
H (-1.628, -0.543, 0.523)  0.041
H (0.778, -1.095, 1.048)  0.086
H (1.157, -2.097, -2.088)  0.089
H (3.041, -2.018, -3.759)  0.129
H (5.412, 0.287, -1.026)  0.126
H (3.518, 0.238, 0.647)  0.110
H (-1.850, 0.346, -5.539)  0.085
H (-3.288, 0.071, -4.532)  0.095
H (-2.450, 1.630, -4.453)  0.079
H (-1.684, -0.111, -1.256)  0.056
H (-2.609, 1.231, -2.014)  0.086
H (-3.159, -0.454, -2.175)  0.099
H (-0.455, -1.837, -2.855)  0.054
H (-2.131, -2.065, -3.388)  0.088
H (-0.852, -1.737, -4.586)  0.085
H (0.265, -0.222, -5.333)  0.111
H (2.308, 1.051, -5.861)  0.120
H (3.184, 2.642, -4.286)  0.104
H (3.218, 4.643, -3.502)  0.096
H (3.973, 4.864, -1.924)  0.096
H (4.310, 3.386, -2.827)  0.080
H (2.112, 2.186, -0.157)  0.055
H (3.749, 2.263, -0.818)  0.081
H (3.117, 3.643, 0.123)  0.094
H (0.512, 4.302, -0.972)  0.056
H (1.888, 5.407, -1.064)  0.100
H (0.952, 5.030, -2.526)  0.097
H (-0.905, 3.042, -3.396)  0.102
H (-2.189, 4.826, -4.510)  0.112
H (-3.724, 6.308, -3.215)  0.110
H (-4.025, 5.894, -0.773)  0.107
H (-2.781, 4.063, 0.362)  0.112

Cartesian forces, eV/Å:
C 0.0 -1.6 -0.3
C 0.6 -0.4 0.6
C -0.2 -0.1 -0.3
C -0.1 0.1 0.0
C -0.5 0.2 -0.3
C 0.1 0.4 0.0
C -0.2 0.1 0.2
C -0.7 -0.6 0.5
C 0.8 0.6 0.0
C -0.3 -0.8 0.3
C 0.2 0.0 -0.1
C 0.2 -0.3 -0.1
C 0.3 0.3 -0.1
C 0.0 0.2 -0.2
C -0.3 0.5 0.1
H -0.1 0.2 0.0
H 0.1 -0.1 0.1
H -0.4 -0.2 0.0
H -0.3 0.2 -0.1
H 0.1 0.2 0.0
H 0.4 0.2 0.0
H 0.2 -0.1 -0.6
H 0.0 0.1 0.2
H 0.0 -0.3 0.3
H 0.4 -0.2 -0.2
H 0.3 0.3 -0.1
H -0.1 0.4 -0.1
H -0.3 0.0 0.0
C 0.0 0.1 -0.5
C 0.1 -0.4 0.0
C 0.2 -0.1 -0.2
C -0.2 -0.1 0.3
C 0.3 0.1 -0.5
C -0.3 -0.1 0.5
C 0.3 -0.2 -0.3
C -0.1 0.2 0.3
C -0.1 -0.3 -0.4
C 0.3 -0.4 0.1
C 0.1 0.3 0.0
C 0.0 0.0 0.2
C 0.2 -0.1 -0.5
C 0.2 -0.1 0.4
N -0.9 0.8 -0.3
C 0.5 -0.5 0.3
C -0.6 0.8 0.1
C 1.6 -0.3 -1.0
C 0.1 0.1 0.9
C 0.7 0.5 -0.4
C -1.3 -0.1 1.4
N 2.1 1.1 -2.2
O -1.5 -1.8 -0.5
O 0.4 0.5 2.1
C -0.5 -0.3 -0.7
C -0.9 -0.5 -0.1
N -0.7 1.0 0.3
C 0.2 0.0 -0.5
C -0.1 -0.6 -0.1
C 0.2 0.0 0.2
C 0.0 0.1 -0.1
C -0.2 -0.1 0.5
C 0.1 -0.3 0.0
C -0.2 0.4 0.0
C 0.1 -0.3 0.0
C -0.1 0.3 -0.2
C 0.4 0.0 0.2
C 0.3 -0.1 0.0
C 0.1 0.0 -0.1
C 0.2 -0.2 0.4
C -0.4 0.1 0.1
C 0.3 -0.9 1.5
C -0.9 1.1 -0.4
C 0.1 -0.2 0.8
C 0.0 -0.1 0.1
C 0.2 -0.4 0.1
C 0.1 -0.1 -0.2
C 0.4 -0.3 -0.2
N 0.4 0.1 -1.8
H 0.2 0.0 0.0
H -0.2 -0.3 0.1
H 0.0 0.1 0.2
H 0.0 0.1 -0.2
H 0.0 0.2 0.1
H -0.2 -0.2 0.1
H -0.1 0.1 -0.1
H -0.1 -0.3 0.0
H 0.2 0.0 0.0
H -0.4 -0.1 -0.2
H -0.1 0.1 -0.2
H 0.1 0.4 -0.1
H -0.1 -0.1 0.1
H 0.2 0.0 0.1
H -0.1 -0.1 -0.1
H -0.1 0.2 0.1
H 0.0 -0.2 -0.2
H 0.2 0.2 0.1
H -0.3 0.3 0.1
H 0.1 0.1 0.1
H -0.3 -0.1 0.0
H 0.3 0.6 0.2
H 0.4 0.3 0.0
H -0.2 0.3 0.3
H -0.3 0.1 0.0
H 0.0 -0.1 -0.3
H -0.1 0.1 0.2
H 0.2 0.1 0.0
H 0.0 -0.3 -0.1
H -0.3 0.1 -0.3
H 0.1 -0.4 0.0
H 0.3 0.3 -0.1
H -0.3 0.0 -0.2
H 0.1 0.2 -0.2
H -0.1 -0.1 0.3
H 0.0 0.3 0.2
H -0.1 -0.1 0.3
H -0.3 -0.1 0.2
H 0.1 -0.1 0.1
H -0.2 -0.2 0.0
H -0.1 0.2 0.0
H 0.4 0.3 0.1
H -0.2 0.2 0.1
H -0.1 -0.2 -0.2
H 0.2 0.2 -0.1
H -0.1 -0.3 -0.1
H 0.0 -0.1 0.2
H -0.3 0.4 0.1
H 0.0 0.0 0.3
H 0.2 -0.3 0.2
H 0.1 -0.1 0.0
H 0.1 0.2 -0.4

Output
LUMO energy ... -5.59 eV
Net charge ... +1
Highest occupied orbital energy ... -9.41 eV
Frontier orbital gap ... 3.82 eV



4.
Density functional theory data (ωB97M-V/def2-TZVPD) for a 2-piece molecular cluster, C4H12 overall.

Each line ends with the Löwdin charge.
Atoms and positions in Å:
C (-0.167, 0.871, -1.494)  -0.154
C (-1.634, 1.312, -1.456)  -0.174
H (0.406, 1.792, -1.615)  0.067
H (0.094, 0.262, -0.636)  0.022
H (0.014, 0.248, -2.370)  0.064
H (-2.303, 0.449, -1.536)  0.060
H (-1.881, 2.030, -2.240)  0.059
H (-1.902, 1.803, -0.518)  0.058
C (1.441, -0.525, 1.630)  -0.161
C (0.425, -1.641, 1.290)  -0.173
H (1.464, -0.502, 2.723)  0.058
H (2.412, -0.825, 1.256)  0.061
H (1.129, 0.474, 1.340)  0.049
H (0.452, -2.424, 2.040)  0.059
H (0.643, -2.061, 0.337)  0.045
H (-0.593, -1.264, 1.251)  0.058

Cartesian forces, eV/Å:
C -0.7 0.4 -0.6
C -0.3 -0.4 0.3
H 0.5 -0.4 0.4
H 0.2 0.3 0.2
H 0.0 0.1 -0.1
H 0.0 0.1 -0.1
H 0.1 -0.2 -0.1
H 0.2 0.0 0.1
C -0.8 -0.9 1.0
C 0.0 0.9 0.4
H 0.4 0.2 0.0
H 0.3 0.4 0.0
H 0.2 0.0 -0.5
H 0.1 -0.2 0.0
H 0.1 -0.5 -0.8
H -0.2 0.1 0.1

Output
LUMO energy ... 1.15 eV
Highest occupied orbital energy ... -11.71 eV
Frontier orbital gap ... 12.85 eV
SMILES ... CC.CC



What calculated total energy values result from the calculations? In sequence: -6790.3366 -14739.9461 -71244.4439 -4342.3132 eV.
What maximum force values result from the calculations? In sequence: 6.2 4.7 3.2 1.6 eV/A.
What energy relative to the best compared isomer or geometry (same formula, charge and spin) values result from the calculations? In sequence: 7.752 7.463 0.000 0.215 eV.